i | C6H12O2 | ωB97M-V with the def2-TZVPD basis set

```
20
Properties=species:S:1:pos:R:3:mulliken_charge:R:1
C 1.630 0.859 -1.668 -1.27
C 0.858 0.888 -0.368 1.16
C 1.331 1.644 0.684 -1.28
C -2.380 -0.993 0.575 -0.64
O -3.542 -0.276 0.099 -0.55
C -1.164 -0.182 0.765 -0.40
C -0.269 0.053 -0.289 -0.44
H 2.477 1.544 -1.632 0.36
H 0.989 1.117 -2.525 0.27
H 1.999 -0.153 -1.907 0.24
H 2.239 2.224 0.637 0.27
H 0.789 1.661 1.615 0.25
H -2.695 -1.451 1.517 0.29
H -2.172 -1.808 -0.127 0.25
H -3.214 0.276 -0.622 0.33
H -0.994 0.282 1.724 0.17
H -0.521 -0.549 -1.173 0.06
H 0.794 -1.630 0.713 0.39
H 2.279 -1.464 0.832 0.32
O 1.566 -2.043 1.150 -0.77
```

Results
2S+1: 2
⟨S²⟩: 0.766
Net charge: -1
Orbital gap (spin up / spin down), eV: 4.6 / 7.1

---

ii | C6H12O2 | ωB97M-V with the def2-TZVPD basis set

```
20
Properties=species:S:1:pos:R:3:mulliken_charge:R:1
O -0.617 1.537 -1.980 -0.64
C -0.375 0.428 -2.381 -0.47
C -0.948 -0.823 -1.661 -0.64
C -0.879 -0.918 -0.177 -0.30
C 0.397 -0.492 0.480 -0.02
C 0.800 -1.229 1.535 -0.19
C 1.885 -0.881 2.482 -1.27
H 0.286 0.238 -3.251 0.37
H -2.033 -0.827 -1.874 0.28
H -0.664 -1.680 -2.311 0.24
H -1.657 -0.336 0.314 0.12
H -1.095 -1.941 0.130 0.25
H 1.122 0.243 0.194 0.18
H 0.126 -1.970 1.964 0.23
H 1.537 -0.080 3.126 0.24
H 2.671 -0.355 1.942 0.29
H 2.349 -1.567 3.191 0.36
H 0.088 2.246 0.367 0.34
H -1.163 1.705 1.114 0.30
O -0.220 1.894 1.216 -0.68
```

Results
2S+1: 2
⟨S²⟩: 0.753
Net charge: -1
Orbital gap (spin up / spin down), eV: 3.2 / 7.3

---

i has the most favorable energy; the next structure is 0.0517 hartree above.

---

i | C5H35NO13 | ωB97M-V with the def2-TZVPD basis set

```
54
Properties=species:S:1:pos:R:3:mulliken_charge:R:1
C 1.169 -0.426 0.058 -0.59
N 2.194 0.339 -0.435 0.52
C 1.917 1.537 -1.227 -0.51
C 1.667 2.746 -0.310 -1.14
C 3.497 -0.308 -0.614 -0.63
C 3.457 -1.269 -1.815 -0.90
O 0.010 -0.024 0.043 0.04
H 1.403 -1.378 0.543 0.45
H 2.770 1.701 -1.890 0.72
H 1.049 1.389 -1.871 0.12
H 0.854 2.549 0.376 0.12
H 2.540 2.968 0.314 0.40
H 1.471 3.633 -0.904 0.40
H 3.724 -0.833 0.320 0.40
H 4.229 0.491 -0.771 0.50
H 2.766 -2.085 -1.627 0.32
H 4.467 -1.625 -2.009 0.40
H 3.067 -0.758 -2.699 0.28
H -0.309 -3.139 1.114 0.42
H 1.076 -3.962 0.951 0.29
O 0.551 -3.391 1.539 -0.76
H -4.607 1.073 -0.664 0.27
H -3.544 0.682 0.452 0.44
O -3.752 0.642 -0.553 -0.78
H -1.112 0.559 -2.795 0.53
H -1.469 0.217 -4.275 0.34
O -0.996 -0.139 -3.510 -0.79
H 0.664 0.155 -3.580 0.41
H 1.657 0.753 -4.581 0.27
O 1.596 0.469 -3.665 -0.61
H -1.160 -1.358 0.371 0.49
H -2.216 -2.275 -0.326 0.44
O -1.603 -2.222 0.459 -0.89
H -2.249 1.387 -1.195 0.47
H -0.789 1.198 -0.911 0.20
O -1.352 1.600 -1.582 -0.78
H 0.597 -1.747 4.318 0.29
H 0.492 -2.161 2.824 0.36
O 0.305 -1.415 3.447 -0.73
H -2.574 1.586 2.205 0.42
H -3.026 0.144 2.442 0.43
O -3.306 0.962 1.958 -0.80
H 0.722 0.253 3.146 0.53
H 1.486 1.226 2.188 0.29
O 1.005 1.193 3.014 -0.81
H -1.488 -1.341 3.262 0.45
H -2.297 -1.789 2.033 0.49
O -2.401 -1.418 2.931 -0.85
H -3.430 -0.929 -1.268 0.44
H -2.395 -1.423 -2.342 0.36
O -3.047 -1.732 -1.692 -0.79
H -1.483 2.981 3.495 0.30
H -0.474 2.109 2.684 0.48
O -1.322 2.604 2.625 -0.70
```

Results
2S+1: 2
⟨S²⟩: 0.765
Net charge: +1
Orbital gap (spin up / spin down), eV: 9.1 / 4.4

---

ii | C5H35NO13 | ωB97M-V with the def2-TZVPD basis set

```
54
Properties=species:S:1:pos:R:3:mulliken_charge:R:1
C 2.277 -2.187 0.086 -0.83
C 2.456 -1.424 1.300 0.71
N 2.445 -0.022 1.255 0.33
C 1.484 0.500 0.230 0.31
C 1.098 1.983 0.353 -1.59
C 2.571 0.768 2.523 -0.92
O 2.926 -1.934 2.319 -0.54
H 2.102 -1.649 -0.897 0.13
H 3.247 -2.643 -0.227 0.38
H 1.481 -2.933 0.151 0.22
H 1.794 0.294 -0.803 0.39
H 0.429 0.010 0.390 0.05
H 1.229 2.339 1.362 0.59
H 1.667 2.613 -0.247 0.45
H 0.020 2.162 0.074 0.07
H 3.407 0.218 2.971 0.39
H 1.667 0.595 3.210 0.29
H 2.704 1.796 2.251 0.55
H 2.323 -0.080 -4.282 0.30
H 0.899 -0.484 -4.099 0.39
O 1.716 -0.264 -3.581 -0.64
H -3.637 -0.200 1.776 0.33
H -2.819 -1.388 2.416 0.36
O -3.567 -1.136 1.831 -0.69
H 1.369 1.337 -2.817 0.39
H 1.667 2.622 -3.543 0.26
O 0.964 2.138 -3.093 -0.66
H -1.996 -0.240 -0.660 0.38
H -2.658 -1.224 0.315 0.44
O -1.723 -0.977 0.004 -0.92
H -0.782 -3.399 -1.771 0.32
H -0.806 -2.080 -1.036 0.41
O -0.333 -2.589 -1.707 -0.70
H -1.646 2.301 -4.307 0.31
H -0.599 1.937 -3.368 0.40
O -1.454 1.577 -3.711 -0.67
H 1.300 -2.430 3.204 0.35
H 0.264 -2.724 4.253 0.33
O 0.324 -2.546 3.282 -0.66
H -3.144 3.740 0.897 0.27
H -1.973 2.921 1.221 0.39
O -2.339 3.402 0.486 -0.63
H -2.109 2.369 3.533 0.31
H -1.155 1.461 2.713 0.44
O -1.448 2.403 2.801 -0.72
H -1.441 -0.672 -3.939 0.29
H -0.666 -1.886 -3.202 0.47
O -0.861 -1.443 -4.052 -0.76
H -2.332 1.774 -0.608 0.29
H -2.043 1.203 -2.186 0.41
O -2.433 1.084 -1.274 -0.77
H -0.391 -1.043 2.693 0.47
H -1.064 -0.502 1.542 0.27
O -0.818 -0.249 2.442 -0.75
```

Results
2S+1: 2
⟨S²⟩: 0.768
Net charge: +1
Orbital gap (spin up / spin down), eV: 9.7 / 5.1

---

i has the most favorable energy; the next structure is 0.0598 hartree above.

---

i | C6H8N3O2 | ωB97M-V with the def2-TZVPD basis set

```
19
Properties=species:S:1:pos:R:3:mulliken_charge:R:1
C 0.309 1.772 0.283 -0.06
C 0.481 0.445 0.395 0.40
C -1.056 2.551 -1.638 0.78
C -0.663 -2.989 -0.257 -1.00
C -0.386 -1.873 0.372 0.13
C 1.536 -0.034 1.329 -1.59
N -0.297 -0.539 -0.173 0.44
N -0.573 2.560 -0.455 -0.21
N -0.725 -0.114 -1.341 -0.19
O -1.354 -0.869 -2.059 -0.47
O -1.447 2.621 -2.708 -0.15
H 0.885 2.341 0.971 0.43
H -0.772 -3.804 0.301 0.29
H -0.778 -3.151 -1.277 0.32
H -0.297 -1.820 1.583 0.33
H 2.638 0.265 1.198 0.34
H 1.315 0.206 2.339 0.41
H 1.635 -1.145 1.298 0.46
H -0.450 3.578 -0.163 0.34
```

Results
SMILES: C=CN(N=O)/C(C)=C\[NH+]=C=O
Net charge: +1
Orbital gap, eV: 8.4

---

ii | C6H8N3O2 | ωB97M-V with the def2-TZVPD basis set

```
19
Properties=species:S:1:pos:R:3:mulliken_charge:R:1
C -2.295 1.350 -0.334 -0.04
C -3.381 0.422 0.037 0.56
C -1.671 -1.476 0.006 0.66
C 0.145 1.579 -0.255 -0.71
C 1.027 0.395 -0.616 -0.52
C -0.676 -0.706 0.799 -0.78
N -1.143 1.041 -0.100 0.03
N -2.974 -0.867 -0.042 -0.15
N 0.665 -0.832 0.326 -0.11
O -4.503 0.609 0.340 -0.44
O -1.299 -2.443 -0.694 -0.59
H 0.370 2.131 0.665 0.35
H 0.106 2.248 -1.036 0.44
H 0.768 0.275 -1.688 0.32
H 2.087 0.673 -0.475 0.40
H -0.765 -0.646 1.797 0.56
H -3.698 -1.406 -0.369 0.25
H 0.693 -1.691 -0.235 0.36
H 1.508 -0.909 0.887 0.42
```

Results
SMILES: O=C1C#[N+]CC[NH2+]/C=C(\[O-])N1
Net charge: +1
Orbital gap (spin up / spin down), eV: 8.2 / 8.2

---

ii has the most favorable energy; the next structure is 0.0558 hartree above.

---

i | CH3FN2 | ωB97M-V with the def2-TZVPD basis set

```
7
Properties=species:S:1:pos:R:3:mulliken_charge:R:1
C -1.227 -0.228 -0.027 0.35
N -1.706 -1.286 0.055 -0.42
N -0.495 0.873 0.064 -0.40
F 2.152 -0.522 -0.326 -0.42
H 1.964 -1.273 0.225 0.41
H 0.418 0.723 -0.166 0.24
H -1.106 1.713 0.175 0.23
```

Results
SMILES: N#CN.F
Net charge: 0
Orbital gap, eV: 10.5

---

ii | CH3FN2 | ωB97M-V with the def2-TZVPD basis set

```
7
Properties=species:S:1:pos:R:3:mulliken_charge:R:1
C -0.565 0.620 -0.672 -0.45
N 0.344 -0.126 -0.036 0.26
N 0.090 -0.278 1.220 -0.47
F 0.996 -1.192 1.833 -0.22
H -1.384 0.747 0.006 0.31
H -0.656 0.758 -1.769 0.27
H 1.175 -0.528 -0.582 0.30
```

Results
Net charge: 0
Orbital gap (spin up / spin down), eV: 8.7 / 8.8

---

i has the most favorable energy; the next structure is 0.1463 hartree above.

---

i | C3H3BrO | ωB97M-V with the def2-TZVPD basis set

```
8
Properties=species:S:1:pos:R:3:mulliken_charge:R:1
C -1.047 -0.337 -0.877 -0.42
C -0.922 -1.204 -0.059 -0.27
C 0.793 0.996 -0.332 -0.13
O 0.375 1.473 0.801 -0.19
Br 2.269 -0.222 -0.158 -0.14
H -1.708 0.105 -1.471 0.41
H -0.364 -1.805 0.552 0.41
H 0.605 0.994 1.545 0.32
```

Results
Net charge: 0
Orbital gap, eV: 8.9

---

ii | C3H3BrO | ωB97M-V with the def2-TZVPD basis set

```
8
Properties=species:S:1:pos:R:3:mulliken_charge:R:1
C -0.734 -1.685 1.214 0.98
C -0.694 -0.495 0.929 -0.69
C 1.070 1.090 -1.194 -0.82
O -0.379 -2.716 1.604 -0.34
Br -2.084 0.652 0.696 0.04
H 1.884 0.664 -0.694 0.35
H 0.525 1.811 -0.508 0.22
H 0.412 0.680 -2.046 0.27
```

Results
Net charge: 0
Orbital gap (spin up / spin down), eV: 9.7 / 6.3

---

i has the most favorable energy; the next structure is 0.0120 hartree above.

---

i | C3H3OPS | ωB97M-V with the def2-TZVPD basis set

```
9
Properties=species:S:1:pos:R:3:mulliken_charge:R:1
C -0.229 0.569 0.191 -0.44
C 0.561 -0.475 0.446 -0.22
C 3.391 -0.552 -0.165 0.55
O 3.789 -1.547 -0.703 -0.47
P 2.165 -0.134 1.155 -0.08
S 3.065 1.110 -0.359 -0.16
H -1.087 0.302 -0.517 0.20
H -0.112 1.604 0.638 0.27
H 0.539 -1.489 0.015 0.34
```

Results
SMILES: C=CP1SC1=O
Net charge: 0
Orbital gap, eV: 8.7

---

ii | C3H3OPS | ωB97M-V with the def2-TZVPD basis set

```
9
Properties=species:S:1:pos:R:3:mulliken_charge:R:1
C -0.915 1.423 -0.166 -0.62
C 0.217 1.056 -0.663 -0.07
C 0.900 -1.985 0.796 0.54
O 1.687 -2.651 1.405 -0.43
P 0.694 -0.848 -0.732 0.00
S -0.746 -1.904 0.425 -0.18
H -1.101 2.399 -0.203 0.32
H -1.588 0.629 0.132 0.10
H 0.851 1.881 -0.994 0.32
```

Results
SMILES: C=CP1SC1=O
Net charge: 0
Orbital gap, eV: 8.7

---

i has the most favorable energy; the next structure is 0.0165 hartree above.